1.
Density functional theory data (ωB97M-V with the def2-TZVPD basis set) for a cluster of 2 separate species, C3H8N2O in total.

Bonds (Å) are listed after each position.
CARTESIAN COORDINATES (ANGSTROEM)
1 H 0.035 -2.105 -0.642  N2 1.018
2 N -0.348 -1.535 0.109  H1 1.018, C3 1.272
3 C -1.073 -0.564 -0.279  N2 1.272, C4 1.465, H7 1.092
4 C -1.776 0.230 0.733  C3 1.465, N5 1.258, H8 1.100
5 N -2.534 1.166 0.369  C4 1.258, H6 1.018
6 H -3.041 1.630 1.119  N5 1.018
7 H -1.282 -0.289 -1.315  C3 1.092
8 H -1.689 -0.164 1.756  C4 1.100
9 C 2.242 0.049 -0.271  O10 1.396, H11 1.088, H12 1.091, H13 1.135
10 O 1.349 0.880 -0.950  C9 1.396, H14 0.979
11 H 2.802 -0.513 -1.017  C9 1.088
12 H 2.934 0.610 0.360  C9 1.091
13 H 1.644 -0.697 0.341  C9 1.135
14 H 0.736 1.303 -0.314  O10 0.979

The value obtained for the highest occupied orbital energy is -10.263 eV. The total energy is -8266.6898 eV. Its energy above the lowest of the compared OMol25 structures with the same formula, charge and spin is 254.4 kJ/mol. The net charge is 0. The frontier orbital gap is 10.5 eV. The structure (SMILES) is [H]/N=C/C=N/[H].CO.

natural (NBO) population analysis, charges in e, atoms 1 to 4: number 1, H, carries 0.3509; number 2, N, carries -0.5995; number 3, C, carries 0.0617; number 4, C, carries 0.0540

---

2.
Density functional theory data (ωB97M-V with the def2-TZVPD basis set) for the molecule C24H37N5OS.

Bonds (Å) are listed after each position.
CARTESIAN COORDINATES (ANGSTROEM)
1 C -3.085 -0.349 -1.439  C2 1.522, H32 1.088, H33 1.088, H34 1.088
2 C -1.635 -0.806 -1.370  C1 1.522, C3 1.535, H35 1.091, H36 1.092
3 C -1.422 -2.124 -2.128  C2 1.535, N4 1.448, H37 1.095, H38 1.095
4 N -0.067 -2.632 -2.182  C3 1.448, C5 1.449, C31 1.447
5 C 0.525 -2.917 -0.890  N4 1.449, C6 1.525, H39 1.092, H40 1.102
6 C 1.816 -3.705 -1.085  C5 1.525, N7 1.453, H41 1.092, H42 1.105
7 N 2.749 -2.954 -1.906  C6 1.453, C8 1.454, C30 1.451
8 C 4.019 -3.650 -2.040  N7 1.454, C9 1.530, H43 1.106, H44 1.093
9 C 5.172 -2.729 -2.444  C8 1.530, C10 1.528, H45 1.092, H46 1.091
10 C 5.518 -1.709 -1.360  C9 1.528, N11 1.442, H47 1.098, H48 1.093
11 N 4.420 -0.818 -1.080  C10 1.442, C12 1.355, H49 1.007
12 C 3.849 -0.744 0.147  N11 1.355, O13 1.217, C14 1.491
13 O 4.317 -1.288 1.130  C12 1.217
14 C 2.611 0.085 0.204  C12 1.491, C15 1.398, C29 1.392
15 C 2.349 1.126 -0.691  C14 1.398, C16 1.379, H50 1.080
16 C 1.178 1.852 -0.626  C15 1.379, C17 1.391, H51 1.079
17 C 0.232 1.535 0.343  C16 1.391, N18 1.361, C28 1.413
18 N -0.978 2.137 0.504  C17 1.361, C19 1.288
19 C -1.653 1.623 1.473  N18 1.288, N20 1.338, S27 1.792
20 N -2.907 1.969 1.787  C19 1.338, C21 1.443, C26 1.449
21 C -3.552 1.547 3.007  N20 1.443, C22 1.530, H52 1.091, H53 1.096
22 C -3.471 2.652 4.062  C21 1.530, C23 1.531, H54 1.091, H55 1.092
23 C -4.089 3.945 3.525  C22 1.531, C24 1.525, C25 1.531, H56 1.097
24 C -3.978 5.071 4.547  C23 1.525, H57 1.088, H58 1.087, H59 1.087
25 C -3.398 4.324 2.212  C23 1.531, C26 1.529, H60 1.091, H61 1.092
26 C -3.475 3.170 1.211  N20 1.449, C25 1.529, H62 1.090, H63 1.095
27 S -0.829 0.299 2.355  C19 1.792, C28 1.745
28 C 0.514 0.496 1.258  C17 1.413, S27 1.745, C29 1.377
29 C 1.690 -0.219 1.203  C14 1.392, C28 1.377, H64 1.079
30 C 2.128 -2.659 -3.184  N7 1.451, C31 1.527, H65 1.092, H66 1.105
31 C 0.859 -1.840 -2.962  N4 1.447, C30 1.527, H67 1.093, H68 1.105
32 H -3.742 -1.094 -0.994  C1 1.088
33 H -3.210 0.588 -0.902  C1 1.088
34 H -3.390 -0.198 -2.473  C1 1.088
35 H -1.353 -0.947 -0.326  C2 1.091
36 H -0.991 -0.031 -1.791  C2 1.092
37 H -1.760 -2.001 -3.162  C3 1.095
38 H -2.038 -2.902 -1.666  C3 1.095
39 H -0.179 -3.512 -0.304  C5 1.092
40 H 0.762 -1.996 -0.334  C5 1.102
41 H 2.277 -3.881 -0.111  C6 1.092
42 H 1.574 -4.679 -1.547  C6 1.105
43 H 3.944 -4.478 -2.769  C8 1.106
44 H 4.259 -4.084 -1.067  C8 1.093
45 H 4.931 -2.205 -3.370  C9 1.092
46 H 6.052 -3.345 -2.633  C9 1.091
47 H 6.389 -1.122 -1.679  C10 1.098
48 H 5.762 -2.210 -0.419  C10 1.093
49 H 3.874 -0.527 -1.875  N11 1.007
50 H 3.085 1.395 -1.435  C15 1.080
51 H 0.976 2.658 -1.314  C16 1.079
52 H -3.085 0.630 3.368  C21 1.091
53 H -4.602 1.335 2.774  C21 1.096
54 H -3.989 2.331 4.966  C22 1.091
55 H -2.423 2.827 4.315  C22 1.092
56 H -5.151 3.762 3.319  C23 1.097
57 H -2.934 5.278 4.774  C24 1.088
58 H -4.432 5.982 4.163  C24 1.087
59 H -4.482 4.799 5.472  C24 1.087
60 H -3.866 5.210 1.781  C25 1.091
61 H -2.349 4.553 2.406  C25 1.092
62 H -2.921 3.404 0.303  C26 1.090
63 H -4.521 2.961 0.958  C26 1.095
64 H 1.911 -1.008 1.904  C29 1.079
65 H 2.824 -2.089 -3.805  C30 1.092
66 H 1.862 -3.586 -3.723  C30 1.105
67 H 0.400 -1.606 -3.926  C31 1.093
68 H 1.128 -0.895 -2.458  C31 1.105

The value obtained for the highest occupied orbital energy is -7.851 eV. The total energy is -45823.6044 eV. The net charge is 0. The frontier orbital gap is 8.5 eV. The structure (SMILES) is CCCN1CCN(CCCNC(=O)c2ccc3nc(N4CCC(C)CC4)sc3c2)CC1.

natural (NBO) population analysis, charges in e, atoms 1 to 4: number 1, C, carries -0.6012; number 2, C, carries -0.4280; number 3, C, carries -0.1961; number 4, N, carries -0.4518